1.
Molecular formula: C21H15F3N3O3PtS
Method: DFT, wB97M-V/def2-TZVPD

ORCA input file:
```
! wB97M-V def2-TZVPD RIJCOSX def2/J DEFGRID3
* xyz -1 1
Pt 0.10 -0.27 -0.14
C -1.32 0.27 -4.19
O -0.12 -0.12 -4.86
C 1.09 0.07 -4.23
C 2.16 0.31 -5.06
C 3.43 0.53 -4.54
C 3.60 0.56 -3.18
C 2.54 0.31 -2.29
C 2.81 0.41 -0.89
N 1.95 0.27 0.06
N 2.38 0.40 1.35
C 1.41 0.18 2.21
O 0.19 -0.13 1.87
C 1.72 0.29 3.64
C 0.68 0.23 4.57
C 0.95 0.29 5.93
C 2.26 0.40 6.38
C 3.30 0.46 5.45
C 3.03 0.41 4.10
C 1.26 -0.04 -2.82
O 0.26 -0.49 -2.13
H -2.06 0.43 -4.99
H -1.20 1.18 -3.62
H -1.68 -0.51 -3.52
H 1.97 0.35 -6.13
H 4.27 0.71 -5.20
H 4.58 0.79 -2.76
H 3.82 0.64 -0.57
H -0.34 0.14 4.21
H 0.14 0.24 6.64
H 2.47 0.44 7.44
H 4.32 0.55 5.80
H 3.82 0.45 3.36
F -5.11 1.65 -1.18
C -5.15 0.85 -0.10
F -6.40 0.32 -0.07
F -5.06 1.64 0.99
C -4.12 -0.23 -0.12
C -4.53 -1.55 -0.09
C -3.59 -2.57 -0.13
C -2.26 -2.23 -0.19
N -1.84 -0.96 -0.21
C -2.73 0.07 -0.18
S -2.03 1.61 -0.24
H -5.59 -1.78 -0.04
H -3.89 -3.61 -0.11
H -1.48 -2.98 -0.23
*
```

The LUMO energy comes out at 0.1017 hartree. The HOMO-LUMO gap is 0.241 Ha. For the energy relative to the best compared isomer or geometry (same formula, charge and spin), the calculation gives 0.00 kJ/mol.

2.
Molecular formula: C21H15F3N6O4S4Sn
Method: DFT, wB97M-V/def2-TZVPD

ORCA input file:
```
! wB97M-V def2-TZVPD RIJCOSX def2/J DEFGRID3
* xyz 0 1
Sn 0.16 0.12 0.07
S -2.00 0.26 4.22
C -0.33 -0.03 4.60
C 0.34 0.08 5.81
C 1.70 -0.19 5.83
C 2.37 -0.61 4.68
C 1.70 -0.73 3.48
C 0.35 -0.42 3.43
N -0.44 -0.46 2.33
C -1.67 -0.14 2.55
C -2.64 -0.12 1.49
C -4.01 -0.05 1.73
C -4.90 -0.06 0.67
C -4.41 -0.12 -0.63
C -3.04 -0.17 -0.87
C -2.12 -0.16 0.18
H -0.19 0.37 6.70
H 2.25 -0.08 6.75
H 3.42 -0.84 4.74
H 2.19 -1.06 2.58
H -4.38 -0.01 2.75
H -5.96 -0.01 0.84
H -5.11 -0.14 -1.46
H -2.68 -0.18 -1.89
S 3.56 0.93 0.61
C 5.03 1.81 1.04
C 6.32 1.45 0.67
N 7.38 1.15 0.34
C 4.52 2.88 1.72
S 2.78 2.55 1.65
C 5.11 3.97 2.36
N 5.58 4.87 2.89
N 0.28 -4.37 0.80
C 0.38 -3.25 0.04
N -0.05 -3.31 -1.22
O 0.89 -2.23 0.51
H -0.14 -5.21 0.45
H 0.53 -4.31 1.77
H -0.52 -4.11 -1.60
H -0.04 -2.45 -1.74
C -0.22 4.60 -0.29
C -0.41 3.44 0.50
N -0.52 2.49 1.13
H 0.12 4.25 -1.27
H 0.53 5.25 0.16
H -1.15 5.15 -0.41
F 2.94 1.79 -3.23
C 2.19 0.68 -3.25
F 2.70 -0.14 -2.32
F 2.33 0.11 -4.44
S 0.42 1.03 -2.81
O 0.57 1.97 -1.71
O -0.20 1.54 -3.98
O -0.02 -0.29 -2.37
*
```

The LUMO energy comes out at -0.0227 hartree. The HOMO-LUMO gap is 0.275 Ha. For the energy relative to the best compared isomer or geometry (same formula, charge and spin), the calculation gives 79.98 kJ/mol.

3.
Molecular formula: C21H15FIrN3O7S
Method: DFT, wB97M-V/def2-TZVPD

ORCA input file:
```
! wB97M-V def2-TZVPD RIJCOSX def2/J DEFGRID3
* xyz 0 5
Ir -0.38 0.34 -0.08
O -0.31 -0.28 2.23
C -1.02 -1.46 2.63
C -1.57 -2.17 1.26
O -2.00 -3.28 1.39
O -1.51 -1.42 0.26
C -0.09 -2.40 3.35
C -0.03 -2.40 4.74
C 0.86 -3.23 5.40
C 1.69 -4.07 4.67
C 1.65 -4.06 3.29
C 0.77 -3.22 2.63
C -2.32 -1.14 3.31
C -2.93 0.10 3.12
C -4.18 0.34 3.65
C -4.84 -0.65 4.37
C -4.24 -1.89 4.54
C -3.00 -2.14 4.00
H 0.27 -0.01 2.95
H -0.67 -1.74 5.31
H 0.90 -3.23 6.48
H 2.37 -4.73 5.19
H 2.30 -4.70 2.72
H 0.75 -3.20 1.55
H -2.42 0.86 2.54
H -4.64 1.30 3.50
H -5.82 -0.46 4.77
H -4.76 -2.66 5.09
H -2.55 -3.12 4.10
F 5.02 -1.75 -2.43
C 3.88 0.39 -2.22
C 2.40 0.26 -2.24
N 1.83 1.51 -2.66
C 0.54 1.55 -3.31
C -0.57 2.30 -2.46
O -1.37 2.98 -3.05
O -0.50 2.06 -1.21
C 2.37 2.74 -2.39
O 1.80 3.78 -2.60
N 3.69 2.75 -1.90
C 4.43 1.62 -1.97
O 5.76 1.54 -1.87
H 2.05 -0.55 -2.88
H 0.18 0.54 -3.50
H 0.63 2.10 -4.25
H 4.10 3.66 -1.75
S 1.93 -0.25 -0.48
C 5.01 -0.45 -2.23
N 6.11 0.23 -2.03
*
```

The LUMO energy (alpha / beta) comes out at -0.0094 / -0.1267 hartree. The expectation value of S² is 6.02. The HOMO-LUMO gap (alpha / beta) is 0.326 / 0.209 Ha.

4.
Molecular formula: C21H15FN3O
Method: DFT, wB97M-V/def2-TZVPD

ORCA input file:
```
! wB97M-V def2-TZVPD RIJCOSX def2/J DEFGRID3
* xyz 1 1
F -4.10 4.85 1.86
C -3.41 3.67 1.73
C -2.19 3.54 2.38
C -1.41 2.43 2.08
C -1.82 1.44 1.15
C -0.87 0.37 0.88
C -1.20 -0.98 0.43
C -0.30 -2.00 0.80
C -0.49 -3.32 0.39
C -1.59 -3.67 -0.39
C -2.49 -2.67 -0.77
C -2.29 -1.34 -0.41
C -3.14 1.56 0.64
C -3.90 2.71 0.86
H -1.82 4.32 3.04
H -0.46 2.31 2.60
H -0.04 0.38 1.59
H 0.58 -1.74 1.38
H 0.26 -4.06 0.65
H -1.74 -4.70 -0.71
H -3.34 -2.92 -1.40
H -2.91 -0.57 -0.87
H -3.59 0.76 0.07
H -4.84 2.86 0.34
O 2.41 1.74 1.17
C 2.13 0.89 0.32
C 3.02 -0.09 -0.36
C 2.36 -0.52 -1.51
C 2.97 -1.44 -2.38
C 4.29 -1.84 -2.11
C 4.99 -1.32 -1.01
C 4.36 -0.43 -0.14
N 1.11 0.05 -1.57
C 0.79 0.79 -0.40
N 0.38 2.11 -0.78
N -0.28 2.96 -1.18
H 2.43 -1.86 -3.23
H 4.81 -2.54 -2.76
H 6.02 -1.63 -0.81
H 4.87 0.00 0.72
H 0.43 -0.11 -2.31
*
```

The LUMO energy comes out at -0.1840 hartree. The HOMO-LUMO gap is 0.244 Ha. For the energy relative to the best compared isomer or geometry (same formula, charge and spin), the calculation gives 15.74 kJ/mol.

5.
Molecular formula: C21H15IrN4O
Method: DFT, wB97M-V/def2-TZVPD

ORCA input file:
```
! wB97M-V def2-TZVPD RIJCOSX def2/J DEFGRID3
* xyz 3 2
Ir -0.04 0.07 0.15
C -1.91 -3.52 -1.35
C -1.69 -2.31 -0.70
N -0.51 -1.70 -0.76
C 0.50 -2.28 -1.46
C 0.37 -3.49 -2.14
C -0.89 -4.11 -2.07
C 1.52 -4.00 -2.84
C 2.70 -3.32 -2.84
C 2.83 -2.07 -2.14
C 4.01 -1.29 -2.07
C 4.00 -0.11 -1.35
C 2.84 0.31 -0.70
N 1.72 -0.41 -0.76
C 1.72 -1.57 -1.46
H -2.88 -3.98 -1.28
H -2.47 -1.82 -0.13
H -1.05 -5.06 -2.58
H 1.43 -4.94 -3.37
H 3.56 -3.71 -3.37
H 4.90 -1.62 -2.58
H 4.89 0.51 -1.28
H 2.81 1.23 -0.13
O -0.24 0.42 2.07
C -0.78 1.36 2.79
C -0.70 1.20 4.20
C -1.25 2.17 5.05
C -1.89 3.28 4.51
C -1.99 3.45 3.13
C -1.44 2.50 2.23
C -1.52 2.63 0.81
N -1.02 1.76 -0.12
C -1.31 2.26 -1.37
C -1.99 3.44 -1.21
N -2.10 3.64 0.13
H -0.19 0.32 4.57
H -1.19 2.05 6.12
H -2.32 4.02 5.16
H -2.50 4.33 2.77
H -1.01 1.76 -2.27
H -2.38 4.13 -1.93
H -2.56 4.44 0.55
*
```

The LUMO energy (alpha / beta) comes out at -0.4104 / -0.4983 hartree. The expectation value of S² is 0.78. The HOMO-LUMO gap (alpha / beta) is 0.251 / 0.160 Ha. For the energy relative to the best compared isomer or geometry (same formula, charge and spin), the calculation gives 135.07 kJ/mol.

6.
Molecular formula: C21H15N4S3Tc
Method: DFT, wB97M-V/def2-TZVPD

ORCA input file:
```
! wB97M-V def2-TZVPD RIJCOSX def2/J DEFGRID3
* xyz 1 4
Tc -0.24 0.62 -0.43
S -0.29 0.32 1.84
C -0.81 -1.35 1.96
C -0.59 -2.05 3.14
C -1.04 -3.36 3.27
C -0.80 -4.08 4.49
N -0.61 -4.65 5.46
C -1.71 -3.98 2.20
C -1.92 -3.27 1.02
C -1.48 -1.96 0.90
S -1.80 -1.06 -0.58
C -2.16 -5.33 2.29
N -2.53 -6.42 2.33
H -0.08 -1.58 3.97
H -2.44 -3.75 0.20
C -3.25 2.12 1.08
C -2.65 2.65 -0.17
C -3.11 3.70 -0.96
C -2.26 3.80 -2.08
C -1.30 2.82 -1.94
C -0.17 2.43 -2.83
N -1.53 2.11 -0.76
H -4.13 2.72 1.34
H -2.55 2.16 1.91
H -3.56 1.08 0.96
H -3.97 4.30 -0.75
H -2.33 4.49 -2.90
H -0.36 2.77 -3.85
H -0.04 1.34 -2.89
H 0.79 2.88 -2.53
S 3.04 -2.46 -1.45
C 1.53 -1.90 -0.91
N 1.45 -0.62 -0.68
C 2.68 0.01 -0.91
C 2.95 1.36 -0.69
C 4.21 1.83 -0.99
C 5.20 0.96 -1.48
C 4.95 -0.38 -1.67
C 3.67 -0.85 -1.37
H 0.69 -2.57 -0.78
H 2.21 2.02 -0.25
H 4.46 2.87 -0.82
H 6.18 1.35 -1.70
H 5.72 -1.05 -2.02
*
```

The LUMO energy (alpha / beta) comes out at -0.2019 / -0.2161 hartree. The expectation value of S² is 3.79. The HOMO-LUMO gap (alpha / beta) is 0.198 / 0.182 Ha. For the energy relative to the best compared isomer or geometry (same formula, charge and spin), the calculation gives 0.00 kJ/mol.

7.
Molecular formula: C21H16F2O5S2
Method: DFT, wB97M-V/def2-TZVPD

ORCA input file:
```
! wB97M-V def2-TZVPD RIJCOSX def2/J DEFGRID3
* xyz 0 1
F 3.63 3.14 0.29
C 2.84 2.58 1.27
C 1.98 3.38 2.02
C 1.16 2.80 3.02
C 1.12 1.41 3.26
C 0.01 0.84 4.25
C -0.91 -0.14 3.48
C -2.28 0.01 3.66
C -3.22 -0.79 2.99
C -2.79 -1.86 2.19
F -3.70 -2.69 1.58
C -1.44 -2.03 1.93
C -0.53 -1.13 2.53
C 2.01 0.65 2.46
C 2.85 1.20 1.46
H 1.95 4.47 1.87
H 0.53 3.42 3.65
H -0.60 1.70 4.51
H -2.60 0.78 4.36
H -4.28 -0.61 3.16
H -1.15 -2.87 1.28
H 0.50 -1.28 2.27
H 2.12 -0.41 2.64
H 3.53 0.62 0.85
C 2.27 -1.28 5.20
O 0.91 -0.91 5.68
C 0.36 0.37 5.63
S -1.02 0.25 7.07
O -2.12 1.04 6.49
O -1.19 -1.13 7.47
C -0.40 1.15 8.51
C 0.74 1.89 8.26
C 1.33 2.59 9.32
C 0.88 2.43 10.63
C -0.22 1.62 10.88
C -0.86 1.00 9.82
S 1.30 1.78 6.55
O 2.73 1.51 6.47
O 0.69 2.94 5.90
H 2.76 -1.91 5.94
H 2.13 -1.84 4.27
H 2.87 -0.39 5.01
H 2.17 3.24 9.10
H 1.37 2.96 11.45
H -0.58 1.49 11.90
H -1.72 0.36 9.98
*
```

The LUMO energy comes out at -0.0066 hartree. The HOMO-LUMO gap is 0.329 Ha. For the energy relative to the best compared isomer or geometry (same formula, charge and spin), the calculation gives 0.00 kJ/mol.

8.
Molecular formula: C21H16FMnN2O7
Method: DFT, wB97M-V/def2-TZVPD

ORCA input file:
```
! wB97M-V def2-TZVPD RIJCOSX def2/J DEFGRID3
* xyz 2 5
Mn 2.25 0.83 0.24
O 5.72 -1.59 -0.10
C 4.82 -0.67 0.07
O 3.97 -0.33 -0.74
C 4.91 0.05 1.39
C 5.91 -0.04 2.34
C 5.85 0.82 3.43
C 4.83 1.77 3.51
C 3.87 1.78 2.52
N 3.91 0.91 1.52
C 2.75 2.76 2.29
O 2.46 3.71 3.12
O 2.13 2.67 1.23
H 5.64 -2.00 -0.98
H 6.72 -0.75 2.22
H 6.62 0.78 4.19
H 4.82 2.48 4.33
H 2.98 3.71 3.94
C -4.14 -2.63 0.73
C -4.18 -1.47 -0.25
C -4.76 -1.90 -1.59
C -4.88 -0.70 -2.51
C -3.56 0.01 -2.64
C -3.28 0.77 -3.74
C -2.05 1.42 -3.88
F -1.84 2.14 -4.97
C -1.07 1.31 -2.94
C -1.33 0.53 -1.80
C -0.34 0.37 -0.80
O 0.81 1.01 -0.89
C -0.63 -0.42 0.31
C -1.87 -0.99 0.44
N -2.81 -0.87 -0.48
C -2.57 -0.12 -1.63
C 0.49 -0.40 1.29
O 0.47 0.19 2.34
O 1.65 -0.81 0.72
H -5.12 -3.09 0.74
H -3.93 -2.32 1.76
H -3.42 -3.39 0.43
H -4.79 -0.67 0.16
H -5.74 -2.34 -1.41
H -4.12 -2.67 -2.04
H -5.62 0.00 -2.10
H -5.24 -0.99 -3.49
H -4.02 0.88 -4.53
H -0.12 1.81 -3.07
H -2.12 -1.57 1.32
*
```

The LUMO energy (alpha / beta) comes out at -0.2991 / -0.2776 hartree. The expectation value of S² is 6.06. The HOMO-LUMO gap (alpha / beta) is 0.225 / 0.248 Ha. For the energy relative to the best compared isomer or geometry (same formula, charge and spin), the calculation gives 44.37 kJ/mol.

| no. | molecular weight (g/mol) |
| --- | --- |
| 1 | 641.51 |
| 2 | 719.36 |
| 3 | 664.65 |
| 4 | 344.37 |
| 5 | 531.60 |
| 6 | 517.58 |
| 7 | 450.48 |
| 8 | 482.30 |